No. 1
Here is a molecular structure, C11H18BF10N5O4SbTc from the OMol25 dataset. Energies are from wB97M-V/def2-TZVPD.

```
51
Properties=species:S:1:pos:R:3:mulliken_charge:R:1
Sb -2.511 -3.418 1.440 2.4438
Tc 0.190 0.260 -0.257 0.4745
F -2.567 -4.472 2.947 -0.4401
F -3.213 -1.887 2.208 -0.5313
F -0.658 -0.122 1.350 -0.5260
F 1.744 1.126 -0.860 -0.5431
F -3.765 -4.432 0.563 -0.4486
F -2.302 -2.423 -0.174 -0.7432
F 2.583 2.614 1.412 -0.2396
F 2.176 3.889 -0.407 -0.2056
F -0.653 -3.353 1.522 -0.4634
F 4.228 2.881 -0.162 -0.1392
O 0.422 -1.462 -1.024 -0.3139
O 4.194 -3.923 2.772 -0.5007
O 3.171 -4.722 0.972 -0.4783
O 1.306 -3.524 -0.911 -0.6200
N 2.445 -0.272 2.015 -0.6628
N -1.983 0.364 -0.555 0.2404
N -0.149 0.882 -2.272 0.0080
N -0.409 2.330 0.165 0.2443
N 1.736 -0.593 0.932 0.7396
C 2.872 -2.400 1.617 0.4113
C -1.330 0.207 -2.868 -0.8694
C -0.104 2.379 -2.352 -0.6983
C 1.245 -2.421 -0.476 1.0433
C -1.623 2.297 1.026 -0.6810
C 3.485 -3.758 1.826 0.4359
C -2.633 1.303 0.427 -0.5676
C -2.485 0.513 -1.956 -0.6441
C 3.144 -1.327 2.453 -0.2718
C 1.978 -1.879 0.684 -0.5958
C -0.714 3.046 -1.123 -0.7638
B 3.032 3.134 0.263 0.4842
H -2.057 3.295 1.089 0.4628
H -1.110 -0.860 -2.890 0.3427
H -0.349 4.069 -1.058 0.4987
H 0.938 2.661 -2.459 0.4430
H 2.585 -4.446 0.248 0.3691
H -0.632 2.703 -3.250 0.4209
H -3.431 1.821 -0.101 0.5103
H 0.683 0.533 -2.748 0.5443
H 0.324 2.839 0.651 0.3295
H -1.495 0.555 -3.888 0.4613
H 2.475 0.680 2.353 0.1108
H -3.325 -0.162 -2.119 0.5025
H -3.092 0.719 1.219 0.2823
H -2.203 -0.595 -0.266 0.4095
H -1.796 3.104 -1.213 0.3734
H -2.844 1.529 -2.096 0.3887
H -1.321 1.994 2.023 0.4022
H 3.799 -1.278 3.309 0.5704
```

Charge: +2
Electronic energy (hartree): -2349.0067
LUMO level (Ha): -0.3637
Frontier orbital gap (eV): 5.836
Energy above the lowest of the compared OMol25 structures with the same formula, charge and spin (kJ/mol): 3.11
Molar mass (g mol⁻¹): 704.85

---

No. 2
Here is a molecular structure, C34H35BrF4MnN5O3PS2 from the OMol25 dataset. Energies are from wB97M-V/def2-TZVPD.

```
86
Properties=species:S:1:pos:R:3:lowdin_spin:R:1
Br -0.699 2.176 1.988 0.0118
Mn -0.151 -0.098 -0.494 3.8547
S -1.227 -1.282 -2.392 -0.0153
S 1.784 -1.582 -1.740 0.0549
P 1.948 0.217 1.057 -0.0127
F 4.077 0.393 3.156 0.0002
F 2.193 3.557 6.012 0.0000
F -0.015 3.663 4.482 0.0003
F 4.239 1.906 5.335 0.0000
O -0.460 -1.341 0.747 0.0327
O -2.023 1.118 -0.399 0.0482
O 1.510 2.234 -2.928 0.0049
N -3.465 -0.004 -3.035 0.0005
N -0.253 1.700 -1.574 -0.0091
N -0.274 3.608 -2.942 -0.0008
N 3.293 0.230 -2.998 0.0018
N -3.610 -1.360 -1.190 0.0006
C 3.151 -2.366 1.224 -0.0020
C 5.420 -0.107 -3.954 0.0009
C 5.355 -1.442 -3.522 0.0009
C 3.175 -1.043 -2.560 0.0121
C 4.693 0.451 0.217 -0.0016
C -1.170 -2.541 0.838 0.0092
C 3.402 0.973 0.257 -0.0035
C 3.310 -3.598 1.840 -0.0002
C 3.156 1.974 4.572 0.0000
C 4.362 0.703 -3.668 0.0000
C -4.938 -0.915 -0.791 0.0001
C 1.937 1.241 2.597 -0.0010
C -2.207 3.126 -1.663 0.0000
C -6.058 -1.552 -1.602 -0.0001
C 0.983 2.862 4.120 0.0002
C 2.114 2.815 4.919 0.0000
C -1.529 1.962 -1.181 0.0081
C -3.771 1.490 -4.927 0.0001
C 2.628 -3.892 3.010 -0.0034
C 4.190 2.968 -0.852 0.0002
C -1.532 3.910 -2.527 0.0036
C 3.162 2.235 -0.281 -0.0011
C 5.470 2.437 -0.900 -0.0012
C -2.892 -0.841 -2.178 0.0021
C 5.717 1.179 -0.369 0.0001
C 0.391 2.471 -2.483 0.0019
C 2.315 -1.406 1.786 -0.0022
C 1.623 -1.712 2.959 -0.0027
C 3.053 1.204 3.427 -0.0003
C 0.895 2.084 2.978 0.0002
C 4.259 -1.903 -2.841 0.0040
C -2.796 0.594 -4.190 0.0006
C 1.778 -2.947 3.566 0.0004
C 0.431 4.448 -3.905 -0.0002
H 4.915 -0.499 0.674 -0.0001
H -1.955 4.815 -2.940 0.0002
H -3.282 1.949 -5.784 0.0000
H 1.236 -3.168 4.477 0.0001
H 1.378 4.780 -3.485 0.0000
H -0.710 -3.155 1.620 -0.0031
H 3.968 -4.334 1.397 0.0001
H 3.656 -2.177 0.292 0.0000
H 2.161 2.653 -0.242 0.0000
H -2.420 -0.198 -4.838 0.0000
H 2.513 0.883 -2.826 0.0001
H 0.635 3.887 -4.815 0.0000
H 6.718 0.769 -0.390 0.0000
H -4.442 0.217 -2.916 0.0001
H -2.213 -2.358 1.134 0.0035
H -4.626 0.924 -5.299 0.0000
H -7.023 -1.178 -1.263 0.0000
H -6.048 -2.634 -1.482 0.0000
H -1.125 -3.118 -0.092 -0.0001
H -4.966 0.178 -0.839 0.0000
H 2.757 -4.854 3.487 -0.0002
H -5.970 -1.340 -2.668 0.0000
H -4.135 2.288 -4.278 0.0000
H 6.175 -2.116 -3.732 0.0001
H -3.203 3.364 -1.328 0.0000
H -5.049 -1.168 0.262 0.0001
H -3.104 -1.972 -0.572 0.0003
H 3.990 3.951 -1.258 0.0000
H 4.304 1.744 -3.949 0.0000
H -0.190 5.310 -4.134 0.0000
H 6.278 3.007 -1.340 -0.0001
H -1.929 1.163 -3.843 0.0004
H 0.950 -0.986 3.400 0.0001
H 4.188 -2.929 -2.513 0.0006
H 6.272 0.276 -4.493 0.0000
```

Charge: +1
Electronic energy (hartree): -7078.2402
LUMO level (spin up / spin down) (Ha): -0.1445 / -0.0852
Frontier orbital gap (spin up / spin down) (eV): 6.327 / 7.946
2S+1: 5
<S²>: 6.09
Energy above the lowest of the compared OMol25 structures with the same formula, charge and spin (kJ/mol): 0.00
Molar mass (g mol⁻¹): 867.63

---

No. 3
Here is a single C6H12O molecule from the OMol25 dataset. Energies are from wB97M-V/def2-TZVPD.

```
19
Properties=species:S:1:pos:R:3:mulliken_charge:R:1
O -1.280 2.011 0.255 -0.4635
C 0.894 0.607 -0.895 -0.5572
C -0.495 -1.560 -0.502 -0.3218
C -1.341 -2.148 0.623 -1.3068
C -0.168 2.375 0.560 0.0255
C 0.496 -0.533 0.054 -0.6466
C 1.099 1.901 -0.116 -0.7189
H 1.393 -1.043 0.428 0.3774
H 1.880 1.798 0.651 0.3079
H -0.023 3.107 1.383 0.3427
H -1.937 -1.352 1.085 0.3350
H 1.421 2.720 -0.776 0.3642
H -1.164 -1.079 -1.227 0.2778
H 0.028 -2.360 -1.042 0.3131
H 1.807 0.370 -1.454 0.4162
H -2.024 -2.922 0.260 0.3805
H -0.711 -2.588 1.406 0.3060
H 0.099 0.776 -1.629 0.2768
H 0.026 -0.081 0.936 0.2915
```

Electronic energy (hartree): -311.0385
LUMO level (Ha): 0.0397
Frontier orbital gap (eV): 10.958
SMILES: CCCCCC=O
Energy above the lowest of the compared OMol25 structures with the same formula, charge and spin (kJ/mol): 54.46
Molar mass (g mol⁻¹): 100.16

---

No. 4
Here is a molecular structure, C43H48BrN5O3STa from the OMol25 dataset. Energies are from wB97M-V/def2-TZVPD.

```
102
Properties=species:S:1:pos:R:3:mulliken_charge:R:1
Ta 0.373 0.526 -0.513 1.6136
Br 5.165 6.393 -4.459 -0.1398
S -1.198 3.052 0.007 -0.0152
O 0.309 2.991 0.010 -0.3586
O 0.892 1.445 -2.367 -0.8547
O 2.289 1.396 -0.736 -0.8173
N -0.689 -0.836 -1.704 -0.6172
N -1.402 1.491 -0.598 -0.1917
N -2.496 0.909 -0.003 0.0503
N 1.403 -1.166 0.072 -0.7953
N 0.063 0.710 1.593 -0.3702
C -1.879 -1.575 -3.594 1.3262
C -3.073 -1.741 -4.491 -0.7344
C -2.822 -2.178 -5.929 -1.6521
C -5.894 -0.417 0.012 -1.1785
C -3.490 0.209 -0.619 -0.5895
C 3.093 -5.130 -1.118 -1.0136
C 2.733 2.986 -2.486 -0.0984
C 4.581 4.517 -2.422 -0.6246
C -5.099 1.508 2.498 -1.0499
C 2.198 -1.350 1.215 -0.3498
C -0.008 -2.998 -4.696 -1.1928
C -0.283 4.080 4.598 -1.2974
C 3.061 4.504 -4.315 -0.5994
C -1.840 2.395 1.642 0.8437
C -2.936 1.519 1.131 -1.3637
C 1.894 -2.016 -0.873 0.3517
C 3.206 -2.337 0.924 1.0645
C -0.262 -4.470 -4.371 -1.0915
C -0.723 1.641 2.263 -0.6875
C -3.189 -0.460 -1.842 -0.4925
C -0.344 1.783 3.582 1.0087
C -4.836 0.607 3.706 -0.9419
C 0.894 -0.542 5.823 -1.1140
C 2.336 3.487 -3.725 -0.3525
C 3.791 -3.769 -1.136 -1.2658
C -4.251 1.153 1.317 0.5206
C -4.602 0.311 0.208 0.7646
C -5.875 -1.831 0.596 -1.0665
C -0.630 -2.080 -3.686 0.2802
C 3.854 3.499 -1.835 -0.3903
C 0.073 -1.688 -2.474 1.5396
C -0.948 2.703 4.599 -1.2977
C 5.465 -1.837 1.887 -1.1367
C 0.744 0.917 3.784 1.2394
C -1.984 -0.836 -2.331 -0.5181
C 1.968 1.926 -1.861 1.0963
C 1.457 0.669 5.077 -1.3768
C 3.037 -2.731 -0.366 0.6276
C 1.986 -0.679 2.364 -0.2979
C 4.259 -2.781 1.886 -1.2700
C 0.973 0.278 2.576 -0.1854
C 1.312 -2.183 -2.127 -0.6705
C 4.176 5.008 -3.657 0.1117
H -5.075 -2.422 0.146 0.2675
H -0.388 4.566 3.625 0.2917
H 3.835 -2.847 2.890 0.4664
H -4.902 2.548 2.776 0.3708
H 4.578 -3.791 1.625 0.4135
H -3.796 0.687 4.028 0.1199
H 5.450 4.932 -1.932 0.4463
H -0.718 4.735 5.353 0.4356
H 1.066 -2.807 -4.741 0.4826
H 0.217 -5.122 -5.101 0.3830
H -0.379 -2.765 -5.690 0.4401
H -3.752 -2.118 -6.492 0.4748
H 0.786 3.992 4.797 0.3144
H 1.421 -0.710 6.763 0.4094
H 2.770 4.907 -5.274 0.4440
H -4.042 -0.712 -2.457 0.4658
H 2.084 -5.060 -1.529 0.1673
H 5.170 -0.825 2.168 0.2856
H 5.919 -1.787 0.897 0.3210
H -3.611 -0.791 -4.513 0.5028
H -2.173 3.216 2.272 0.9099
H -2.471 -3.207 -5.995 0.2740
H 0.978 -1.446 5.218 0.2789
H 3.005 -5.507 -0.098 0.3241
H -6.707 0.160 0.458 0.4052
H -0.856 2.251 5.589 0.5044
H 6.222 -2.180 2.592 0.4076
H -0.164 -0.399 6.049 0.3186
H 2.528 0.538 4.901 0.4928
H -3.755 -2.452 -4.011 0.4423
H -5.703 -1.814 1.672 0.2005
H -2.096 -1.532 -6.423 0.3556
H -6.120 -0.471 -1.056 0.3920
H 3.646 -5.863 -1.704 0.3947
H 1.372 1.558 5.706 0.3834
H -5.475 0.884 4.544 0.4224
H -1.331 -4.690 -4.371 0.3182
H -5.026 -0.440 3.468 0.2202
H 2.641 -0.888 3.200 0.4448
H 1.462 3.078 -4.213 0.4719
H -6.153 1.467 2.219 0.3656
H 3.925 -3.431 -2.167 0.4589
H 4.140 3.100 -0.872 0.4979
H -2.023 2.804 4.430 0.2605
H 0.122 -4.728 -3.382 0.2302
H -6.819 -2.343 0.413 0.4313
H 1.798 -2.859 -2.813 0.4867
H 4.798 -3.861 -0.725 0.4261
```

Charge: +1
Electronic energy (hartree): -5196.0233
LUMO level (Ha): -0.1331
Frontier orbital gap (eV): 5.835
Energy above the lowest of the compared OMol25 structures with the same formula, charge and spin (kJ/mol): 265.79
Molar mass (g mol⁻¹): 975.81

---

Repeat the first record exactly.
Here is a molecular structure, C11H18BF10N5O4SbTc from the OMol25 dataset. Energies are from wB97M-V/def2-TZVPD.

```
51
Properties=species:S:1:pos:R:3:mulliken_charge:R:1
Sb -2.511 -3.418 1.440 2.4438
Tc 0.190 0.260 -0.257 0.4745
F -2.567 -4.472 2.947 -0.4401
F -3.213 -1.887 2.208 -0.5313
F -0.658 -0.122 1.350 -0.5260
F 1.744 1.126 -0.860 -0.5431
F -3.765 -4.432 0.563 -0.4486
F -2.302 -2.423 -0.174 -0.7432
F 2.583 2.614 1.412 -0.2396
F 2.176 3.889 -0.407 -0.2056
F -0.653 -3.353 1.522 -0.4634
F 4.228 2.881 -0.162 -0.1392
O 0.422 -1.462 -1.024 -0.3139
O 4.194 -3.923 2.772 -0.5007
O 3.171 -4.722 0.972 -0.4783
O 1.306 -3.524 -0.911 -0.6200
N 2.445 -0.272 2.015 -0.6628
N -1.983 0.364 -0.555 0.2404
N -0.149 0.882 -2.272 0.0080
N -0.409 2.330 0.165 0.2443
N 1.736 -0.593 0.932 0.7396
C 2.872 -2.400 1.617 0.4113
C -1.330 0.207 -2.868 -0.8694
C -0.104 2.379 -2.352 -0.6983
C 1.245 -2.421 -0.476 1.0433
C -1.623 2.297 1.026 -0.6810
C 3.485 -3.758 1.826 0.4359
C -2.633 1.303 0.427 -0.5676
C -2.485 0.513 -1.956 -0.6441
C 3.144 -1.327 2.453 -0.2718
C 1.978 -1.879 0.684 -0.5958
C -0.714 3.046 -1.123 -0.7638
B 3.032 3.134 0.263 0.4842
H -2.057 3.295 1.089 0.4628
H -1.110 -0.860 -2.890 0.3427
H -0.349 4.069 -1.058 0.4987
H 0.938 2.661 -2.459 0.4430
H 2.585 -4.446 0.248 0.3691
H -0.632 2.703 -3.250 0.4209
H -3.431 1.821 -0.101 0.5103
H 0.683 0.533 -2.748 0.5443
H 0.324 2.839 0.651 0.3295
H -1.495 0.555 -3.888 0.4613
H 2.475 0.680 2.353 0.1108
H -3.325 -0.162 -2.119 0.5025
H -3.092 0.719 1.219 0.2823
H -2.203 -0.595 -0.266 0.4095
H -1.796 3.104 -1.213 0.3734
H -2.844 1.529 -2.096 0.3887
H -1.321 1.994 2.023 0.4022
H 3.799 -1.278 3.309 0.5704
```

Charge: +2
Electronic energy (hartree): -2349.0067
LUMO level (Ha): -0.3637
Frontier orbital gap (eV): 5.836
Energy above the lowest of the compared OMol25 structures with the same formula, charge and spin (kJ/mol): 3.11
Molar mass (g mol⁻¹): 704.85

---

Which formula does entry 3 have?
C6H12O